# C12H36O12

6 unconnected molecules or ions with the total composition C12H36O12 (the ωB97M-V functional and the def2-TZVPD basis, the Open Molecules 2025 dataset).

Geometry as XYZ:
```
60
Properties=species:S:1:pos:R:3:nbo_charge:R:1
C 4.263 4.612 -2.445 -0.0750
C 3.004 4.084 -1.716 -0.1114
O 1.896 5.050 -1.915 -0.6960
O 5.340 3.663 -2.015 -0.7435
H 4.502 5.571 -1.802 0.1806
H 4.304 4.571 -3.462 0.1782
H 3.295 4.081 -0.718 0.1612
H 2.825 3.025 -1.904 0.1916
H 1.335 4.393 -1.907 0.4556
H 5.893 3.559 -2.716 0.4583
C 3.390 2.710 2.150 -0.0726
C 3.324 3.249 3.643 -0.0597
O 3.947 4.590 3.735 -0.7363
O 2.815 1.492 2.140 -0.7125
H 4.300 2.829 1.705 0.1746
H 2.744 3.397 1.454 0.1397
H 3.865 2.515 4.108 0.1640
H 2.383 3.276 3.858 0.1591
H 3.427 5.270 3.191 0.4736
H 3.537 0.959 2.468 0.4726
C -3.493 -0.666 -3.364 -0.0924
C -4.542 -0.588 -4.386 -0.0885
O -4.930 0.591 -4.922 -0.6774
O -2.910 -1.835 -3.087 -0.7268
H -3.949 -0.311 -2.425 0.1423
H -2.899 0.161 -3.391 0.1370
H -5.551 -0.802 -4.126 0.1848
H -4.493 -1.293 -5.355 0.1410
H -4.195 1.015 -4.857 0.4380
H -2.607 -1.751 -2.029 0.5096
C -0.945 -5.666 0.357 -0.0838
C -0.756 -4.643 -0.648 -0.0935
O -0.096 -3.561 0.047 -0.7681
O -1.787 -6.715 -0.054 -0.7066
H -1.190 -5.423 1.420 0.1888
H 0.168 -6.215 0.475 0.1406
H -1.688 -4.132 -1.134 0.1958
H -0.174 -4.952 -1.542 0.1918
H 0.744 -3.574 0.305 0.4762
H -2.439 -6.749 0.556 0.4641
C -1.556 -1.468 3.843 -0.0891
C -2.536 -1.689 2.747 -0.1071
O -3.619 -2.377 3.332 -0.6926
O -0.333 -1.053 3.249 -0.7014
H -1.557 -2.486 4.434 0.1532
H -2.019 -0.776 4.470 0.1783
H -2.218 -2.272 1.923 0.1638
H -2.903 -0.885 2.041 0.1846
H -3.235 -2.917 3.881 0.4415
H -0.559 -0.095 3.207 0.4704
C 0.481 -0.073 -0.380 -0.1051
C -1.049 0.110 -0.346 -0.0845
O -1.776 -0.957 -0.618 -0.7312
O 1.192 1.207 -0.279 -0.7379
H 0.863 -0.352 -1.418 0.1885
H 0.939 -0.709 0.231 0.1775
H -1.365 0.929 -1.103 0.1829
H -1.557 0.195 0.641 0.1655
H -1.263 -1.564 -0.082 0.4934
H 1.416 1.445 0.544 0.4737
```

Energy above the lowest of the compared OMol25 structures with the same formula, charge and spin in kcal/mol: 239.5
Lowest unoccupied orbital energy in eV: 0.200
Spin multiplicity: 1
Largest force on an atom in hartree/bohr: 0.17540
E in Eh: -1381.21710
HOMO-LUMO gap in eV: 9.3

# C12H36O12

6 unconnected molecules or ions with the total composition C12H36O12 (the ωB97M-V functional and the def2-TZVPD basis, the Open Molecules 2025 dataset).

Geometry as XYZ:
```
60
Properties=species:S:1:pos:R:3:nbo_charge:R:1
C 0.436 -4.967 2.489 -0.0973
C 1.716 -4.187 2.191 -0.0841
O 1.606 -2.823 2.586 -0.7465
O 0.577 -5.473 3.805 -0.7257
H 0.327 -5.763 1.742 0.1676
H -0.451 -4.340 2.362 0.1691
H 1.916 -4.179 1.117 0.1843
H 2.584 -4.658 2.658 0.1875
H 1.270 -2.786 3.489 0.4835
H -0.174 -6.032 4.026 0.4748
C 0.695 0.630 -3.676 -0.0937
C 1.052 2.065 -3.306 -0.0964
O 0.027 2.989 -3.587 -0.7341
O -0.535 0.206 -3.060 -0.7427
H 1.505 -0.042 -3.393 0.1825
H 0.509 0.451 -4.741 0.1636
H 1.953 2.335 -3.855 0.1825
H 1.252 2.017 -2.231 0.1809
H -0.589 3.017 -2.847 0.4832
H -1.175 0.897 -3.275 0.4739
C -1.328 3.256 -0.139 -0.0862
C -1.205 2.962 1.368 -0.0898
O 0.053 2.333 1.629 -0.7397
O -1.627 2.121 -0.919 -0.7805
H -0.409 3.795 -0.397 0.1704
H -2.207 3.906 -0.251 0.1694
H -2.014 2.322 1.726 0.1590
H -1.201 3.891 1.937 0.1789
H -0.090 1.375 1.599 0.4928
H -1.317 1.290 -0.525 0.5056
C -5.032 -0.908 0.408 -0.0976
C -5.059 0.156 -0.668 -0.0954
O -3.944 0.096 -1.556 -0.7235
O -3.996 -0.701 1.379 -0.7419
H -4.762 -1.869 -0.035 0.1927
H -6.016 -1.014 0.875 0.1700
H -5.051 1.168 -0.241 0.1613
H -5.949 0.031 -1.284 0.1888
H -3.177 0.485 -1.114 0.4850
H -4.200 0.139 1.816 0.4709
C -0.415 -1.277 0.101 -0.0836
C 0.925 -0.631 -0.142 -0.1120
O 1.613 -0.372 1.059 -0.7557
O -1.311 -0.268 0.615 -0.7959
H -0.322 -2.040 0.879 0.1683
H -0.844 -1.751 -0.784 0.1882
H 0.846 0.282 -0.732 0.2060
H 1.498 -1.401 -0.683 0.1698
H 1.821 -1.210 1.504 0.5027
H -2.109 -0.700 0.953 0.5110
C 4.939 0.867 -0.063 -0.0802
C 4.088 2.075 0.245 -0.1017
O 3.316 2.525 -0.871 -0.7370
O 4.194 -0.200 -0.652 -0.7211
H 5.446 0.537 0.849 0.1663
H 5.709 1.151 -0.788 0.1694
H 4.785 2.878 0.505 0.1673
H 3.398 1.880 1.070 0.1835
H 3.161 3.466 -0.782 0.4749
H 3.292 0.002 -0.382 0.4766
```

Energy above the lowest of the compared OMol25 structures with the same formula, charge and spin in kcal/mol: 0.2
Lowest unoccupied orbital energy in eV: 0.365
Spin multiplicity: 1
Largest force on an atom in hartree/bohr: 0.03787
E in Eh: -1381.59846
HOMO-LUMO gap in eV: 9.9

# C12H36O12

6 unconnected molecules or ions with the total composition C12H36O12 (the ωB97M-V functional and the def2-TZVPD basis, the Open Molecules 2025 dataset).

Geometry as XYZ:
```
60
Properties=species:S:1:pos:R:3:nbo_charge:R:1
C -2.597 -2.807 3.709 -0.0837
C -3.554 -3.678 4.574 -0.0944
O -4.641 -2.867 4.970 -0.7204
O -1.436 -3.491 3.312 -0.7380
H -2.347 -1.886 4.240 0.1857
H -3.104 -2.489 2.793 0.1655
H -2.894 -3.758 5.449 0.1565
H -3.756 -4.722 4.345 0.1808
H -5.410 -2.968 4.403 0.4739
H -0.870 -3.785 4.029 0.4741
C -3.283 0.749 2.465 -0.0772
C -4.615 1.137 3.081 -0.0799
O -5.599 0.882 2.040 -0.7409
O -2.225 0.708 3.416 -0.7529
H -2.969 1.498 1.730 0.1577
H -3.362 -0.181 1.894 0.1633
H -4.768 2.203 3.256 0.1691
H -4.931 0.564 3.950 0.1893
H -5.884 1.703 1.644 0.4665
H -1.361 0.839 3.008 0.4997
C -0.612 2.651 -2.398 -0.1003
C -0.447 3.532 -3.627 -0.1036
O -1.126 2.956 -4.745 -0.7216
O -0.020 1.386 -2.643 -0.7339
H -1.674 2.485 -2.162 0.1584
H -0.246 3.125 -1.484 0.1914
H 0.592 3.632 -3.953 0.1888
H -0.781 4.563 -3.456 0.1728
H -2.064 3.101 -4.560 0.4661
H -0.235 1.159 -3.557 0.4829
C 2.818 -2.344 -3.376 -0.0955
C 3.755 -3.291 -2.612 -0.0965
O 3.982 -4.434 -3.456 -0.7142
O 1.547 -2.900 -3.641 -0.7303
H 3.330 -2.059 -4.298 0.1743
H 2.737 -1.394 -2.826 0.1529
H 3.292 -3.562 -1.659 0.1702
H 4.715 -2.787 -2.516 0.1913
H 3.176 -4.953 -3.332 0.4696
H 1.353 -2.789 -4.573 0.4803
C -0.234 -0.985 0.556 -0.0917
C 0.944 -0.410 -0.177 -0.0961
O 2.073 -1.258 -0.142 -0.7279
O -0.150 -0.581 1.947 -0.7585
H -0.194 -2.076 0.504 0.1844
H -1.245 -0.700 0.250 0.1675
H 1.052 0.669 -0.067 0.1795
H 0.664 -0.404 -1.240 0.1889
H 2.235 -1.742 -0.949 0.4719
H -0.640 -1.219 2.482 0.4825
C 4.747 3.753 -0.334 -0.0871
C 3.608 3.285 -1.199 -0.0820
O 2.395 3.200 -0.454 -0.7284
O 5.239 2.742 0.516 -0.7104
H 4.328 4.594 0.224 0.1815
H 5.503 4.133 -1.023 0.1642
H 3.843 2.290 -1.595 0.1668
H 3.452 3.961 -2.047 0.1551
H 1.802 2.587 -0.896 0.4706
H 6.093 2.434 0.206 0.4710
```

Energy above the lowest of the compared OMol25 structures with the same formula, charge and spin in kcal/mol: 50.0
Lowest unoccupied orbital energy in eV: 0.389
Spin multiplicity: 1
Largest force on an atom in hartree/bohr: 0.07129
E in Eh: -1381.51896
HOMO-LUMO gap in eV: 10.2

# C12H36O6

6 unconnected molecules or ions with the total composition C12H36O6 (the ωB97M-V functional and the def2-TZVPD basis, the Open Molecules 2025 dataset).

Geometry as XYZ:
```
54
Properties=species:S:1:pos:R:3:nbo_charge:R:1
C 32.082 -19.526 -0.393 -0.6426
C 31.857 -18.370 -1.373 -0.0780
O 32.642 -17.239 -1.103 -0.7061
H 33.089 -19.932 -0.489 0.2188
H 31.355 -20.306 -0.619 0.2100
H 31.902 -19.328 0.664 0.2018
H 30.823 -18.198 -1.672 0.1606
H 32.233 -18.590 -2.373 0.1781
H 32.275 -16.819 -0.322 0.4570
C 27.430 -25.758 0.041 -0.6298
C 27.289 -27.227 0.544 -0.0485
O 28.353 -27.946 0.069 -0.7380
H 26.488 -25.258 0.266 0.2075
H 27.654 -25.580 -1.010 0.2221
H 28.254 -25.334 0.615 0.2066
H 26.385 -27.710 0.174 0.1488
H 27.389 -27.420 1.612 0.1617
H 28.291 -28.896 0.199 0.4714
C 30.475 -23.676 1.598 -0.6487
C 31.020 -22.411 2.141 -0.0704
O 32.441 -22.493 2.377 -0.7736
H 30.317 -24.472 2.326 0.2201
H 31.216 -23.933 0.841 0.2238
H 29.517 -23.546 1.095 0.2185
H 30.619 -22.231 3.138 0.1606
H 30.876 -21.452 1.643 0.1758
H 32.600 -22.250 3.292 0.4993
C 33.291 -19.227 4.591 -0.6238
C 34.238 -20.422 4.463 -0.0678
O 33.469 -21.551 4.921 -0.7562
H 33.816 -18.451 4.035 0.2085
H 33.285 -19.060 5.668 0.2081
H 32.269 -19.348 4.230 0.2181
H 35.184 -20.276 4.985 0.1778
H 34.395 -20.581 3.396 0.1693
H 34.050 -22.160 5.382 0.4810
C 31.000 -29.219 2.346 -0.6288
C 31.375 -27.738 2.058 -0.0700
O 32.755 -27.611 1.711 -0.7445
H 29.953 -29.424 2.122 0.1984
H 31.254 -29.505 3.367 0.2067
H 31.483 -29.875 1.621 0.2134
H 31.114 -27.174 2.953 0.1586
H 30.861 -27.335 1.186 0.1708
H 32.927 -26.684 1.892 0.4824
C 35.010 -24.858 1.840 -0.6388
C 34.679 -25.051 3.235 -0.0606
O 33.260 -25.133 3.294 -0.7710
H 36.074 -24.804 1.606 0.2071
H 34.489 -24.077 1.287 0.2241
H 34.661 -25.793 1.403 0.2075
H 34.946 -24.136 3.765 0.1403
H 35.174 -25.901 3.707 0.1900
H 32.830 -24.293 3.119 0.4925
```

Energy above the lowest of the compared OMol25 structures with the same formula, charge and spin in kcal/mol: 77.5
Lowest unoccupied orbital energy in eV: 0.568
Spin multiplicity: 1
Largest force on an atom in hartree/bohr: 0.06562
E in Eh: -930.11954
HOMO-LUMO gap in eV: 10.0